Record 1
{
  "formula": "C5H11N3",
  "method": "wB97M-V/def2-TZVPD",
  "relative_energy_kcal_mol": 27.10,
  "energy_ev": -9832.7312,
  "total_charge": 0,
  "orbital_gap_ev": 9.888,
  "homo_energy_ha": -0.326,
  "spin_multiplicity": 1,
  "symbols": ["H", "N", "C", "N", "N", "C", "C", "C", "C", "H", "H", "H", "H", "H", "H", "H", "H", "H", "H"],
  "positions_angstrom": [[0.512, 1.861, 1.712], [0.141, 2.525, 1.036], [-0.396, 1.931, 0.044], [-0.969, 2.660, -0.934], [-0.529, 0.482, -0.288], [0.324, -0.479, 0.279], [0.030, -0.853, 1.719], [0.035, -1.783, -0.690], [0.923, -2.257, -1.566], [-0.804, 2.314, -1.868], [-0.780, 3.651, -0.814], [-1.436, 0.194, -0.631], [1.373, -0.191, 0.159], [0.585, -1.755, 2.000], [-1.035, -1.040, 1.885], [0.356, -0.063, 2.403], [-0.917, -2.291, -0.549], [1.867, -1.751, -1.753], [0.720, -3.155, -2.145]],
  "atomic_forces_ev_per_a": [[-0.22, 0.13, 0.03], [0.43, -0.89, -0.05], [-0.05, -2.66, 0.15], [-0.63, 1.11, -1.11], [0.01, 4.13, 0.36], [-0.57, -3.34, -1.57], [0.30, -0.21, 0.49], [1.58, 1.16, 1.19], [-0.51, 0.28, 0.34], [-0.11, 0.07, 0.10], [-0.17, -0.26, -0.14], [0.23, 0.19, 0.15], [-0.12, -0.02, -0.07], [-0.08, 0.09, -0.05], [0.11, 0.06, -0.10], [-0.17, -0.07, -0.02], [0.03, 0.15, 0.14], [-0.04, -0.12, 0.15], [-0.03, 0.21, 0.01]]
}

Record 2
{
  "formula": "C5H8N2O4S2",
  "method": "wB97M-V/def2-TZVPD",
  "relative_energy_kcal_mol": 13.85,
  "energy_ev": -38152.2644,
  "total_charge": 0,
  "orbital_gap_ev": 8.856,
  "homo_energy_ha": -0.312,
  "spin_multiplicity": 1,
  "symbols": ["C", "C", "C", "C", "C", "N", "N", "O", "O", "O", "O", "S", "S", "H", "H", "H", "H", "H", "H", "H", "H"],
  "positions_angstrom": [[0.402, 1.090, -0.193], [1.360, -1.573, 2.418], [-0.770, 1.982, -0.308], [-0.012, 0.517, -2.483], [-1.802, -1.946, -0.062], [0.921, 0.947, -1.547], [1.431, 1.540, 0.636], [0.389, -2.181, 2.470], [2.384, -1.029, 2.366], [-0.048, -0.189, 0.175], [0.549, -2.195, -1.124], [-1.427, 1.398, -1.946], [-0.500, -1.233, -1.100], [-1.497, 1.958, 0.604], [-0.425, 3.045, -0.545], [-1.913, -1.221, 0.618], [-2.727, -2.041, -0.708], [-1.284, -2.811, 0.227], [1.945, 0.767, -1.809], [1.151, 2.371, 1.153], [1.872, 0.807, 1.159]],
  "atomic_forces_ev_per_a": [[1.29, 0.00, -0.69], [0.91, -0.16, -0.24], [-1.26, 2.19, -0.30], [1.05, 2.32, 0.83], [-0.87, -0.58, -4.28], [1.03, -1.49, -3.17], [0.04, 0.96, 0.69], [-0.96, -0.30, 0.17], [-0.04, 0.37, 0.03], [-0.42, -0.98, 0.53], [1.45, -1.78, -0.28], [-1.69, 0.39, 0.07], [-0.12, 0.72, 1.14], [1.31, -0.19, -1.88], [-0.45, -1.27, 0.78], [-0.84, 2.09, 3.00], [1.10, -0.36, 0.89], [-0.04, -1.43, 0.78], [-2.06, 0.08, 1.36], [0.42, -0.61, 0.21], [0.15, 0.04, 0.37]]
}

Record 3
{
  "formula": "C31H55As3Cl2N7OV",
  "method": "wB97M-V/def2-TZVPD",
  "relative_energy_kcal_mol": 13.20,
  "energy_ev": -278742.4966,
  "total_charge": 3,
  "s_squared": 0.981,
  "orbital_gap_ev": [6.285, 6.205],
  "homo_energy_ha": [-0.512, -0.508],
  "spin_multiplicity": 2,
  "symbols": ["V", "N", "C", "N", "C", "N", "N", "C", "C", "C", "C", "C", "C", "N", "C", "C", "C", "C", "C", "C", "H", "H", "H", "H", "H", "H", "H", "H", "H", "H", "H", "C", "As", "C", "C", "C", "C", "C", "As", "C", "C", "C", "As", "C", "C", "H", "H", "H", "H", "H", "H", "H", "H", "H", "H", "H", "H", "H", "H", "H", "H", "H", "H", "H", "H", "H", "H", "H", "H", "H", "H", "H", "N", "C", "C", "N", "C", "C", "H", "H", "H", "H", "H", "H", "H", "H", "H", "H", "H", "Cl", "C", "Cl", "H", "H", "C", "O", "H", "H", "H", "H"],
  "positions_angstrom": [[0.708, 1.050, -0.521], [3.234, 3.267, 2.317], [2.852, 2.416, 1.384], [1.719, 2.486, 0.725], [0.821, 3.528, 1.041], [-0.273, 3.669, 0.370], [-0.265, 2.747, -0.669], [-0.630, 3.150, -1.849], [0.077, 2.503, -2.931], [-0.047, 2.887, -4.266], [0.858, 2.404, -5.188], [1.882, 1.561, -4.758], [1.939, 1.208, -3.428], [1.056, 1.647, -2.518], [1.181, 4.465, 2.100], [0.351, 5.527, 2.476], [0.749, 6.393, 3.471], [1.985, 6.222, 4.103], [2.824, 5.191, 3.737], [2.412, 4.321, 2.734], [4.137, 3.141, 2.753], [3.544, 1.618, 1.144], [-1.164, 4.084, -1.987], [-0.828, 3.576, -4.556], [0.786, 2.697, -6.227], [2.630, 1.188, -5.442], [2.719, 0.555, -3.061], [-0.593, 5.661, 1.967], [0.111, 7.217, 3.759], [2.292, 6.909, 4.880], [3.786, 5.061, 4.216], [-2.452, -2.312, 2.018], [-1.135, -2.647, 0.611], [-2.057, -4.161, -0.206], [0.230, -3.462, 1.754], [1.545, -3.917, 1.101], [2.268, -4.757, 2.171], [2.513, -2.750, 0.835], [2.352, -1.213, -0.399], [2.581, -2.016, -2.161], [4.196, -0.642, -0.090], [1.266, -4.756, -0.163], [2.415, -6.344, -0.561], [3.651, -5.563, -1.873], [1.159, -7.079, -1.872], [-1.981, -1.803, 2.855], [-2.855, -3.265, 2.360], [-3.269, -1.697, 1.642], [-2.116, -4.989, 0.501], [-1.556, -4.490, -1.114], [-3.070, -3.848, -0.459], [-0.249, -4.316, 2.240], [0.438, -2.728, 2.540], [2.384, -4.185, 3.094], [3.256, -5.076, 1.840], [1.698, -5.659, 2.401], [3.451, -3.189, 0.477], [2.753, -2.263, 1.786], [2.855, -3.060, -2.032], [3.394, -1.513, -2.683], [1.672, -1.950, -2.756], [4.872, -1.428, -0.425], [4.361, -0.488, 0.977], [4.428, 0.271, -0.640], [1.205, -4.128, -1.058], [0.285, -5.224, -0.058], [4.360, -4.887, -1.394], [3.123, -5.053, -2.680], [4.227, -6.380, -2.307], [0.280, -7.466, -1.357], [1.633, -7.908, -2.396], [0.857, -6.328, -2.604], [-6.321, 3.135, 0.039], [-5.528, 2.835, 1.288], [-4.057, 2.675, 0.916], [-3.820, 1.693, -0.127], [-4.633, 1.942, -1.305], [-6.124, 2.070, -1.012], [-6.026, 4.038, -0.339], [-7.313, 3.230, 0.263], [-5.946, 1.914, 1.694], [-5.703, 3.646, 1.993], [-3.503, 2.402, 1.813], [-3.653, 3.638, 0.584], [-3.934, 0.746, 0.213], [-4.494, 1.144, -2.034], [-4.280, 2.864, -1.780], [-6.537, 1.152, -0.593], [-6.705, 2.356, -1.887], [1.438, 1.406, 4.491], [-0.164, 1.691, 3.844], [-0.479, 0.682, 2.391], [-0.265, 2.730, 3.550], [-0.905, 1.398, 4.578], [-1.275, -0.424, -2.731], [-0.572, -0.202, -1.498], [-2.323, -0.635, -2.519], [-0.835, -1.266, -3.263], [-1.204, 0.466, -3.344], [-0.659, -1.006, -0.916]],
  "atomic_forces_ev_per_a": [[0.74, 0.04, -0.97], [0.03, 0.05, -0.06], [0.01, -0.01, -0.11], [-0.26, -0.21, 0.30], [0.08, 0.19, 0.05], [-0.07, -0.13, -0.07], [0.12, 0.05, 0.05], [0.12, 0.19, -0.11], [0.12, 0.27, 0.13], [-0.05, -0.11, -0.08], [-0.04, 0.03, 0.01], [0.03, -0.01, 0.04], [-0.06, -0.07, -0.03], [-0.13, 0.12, 0.36], [-0.09, 0.01, 0.02], [0.00, -0.02, 0.03], [0.01, 0.00, 0.00], [-0.01, 0.01, 0.01], [-0.01, -0.02, -0.01], [0.05, -0.02, 0.00], [0.00, 0.02, 0.02], [-0.02, -0.02, 0.02], [-0.01, -0.02, -0.02], [-0.01, -0.01, 0.00], [0.02, -0.01, 0.00], [-0.01, 0.01, -0.02], [-0.02, -0.02, 0.00], [0.00, -0.01, -0.01], [0.00, 0.00, 0.00], [0.00, 0.00, 0.00], [0.00, 0.01, 0.00], [0.04, 0.04, 0.01], [-0.04, 0.08, -0.11], [0.02, 0.00, -0.03], [0.01, 0.09, -0.08], [0.06, 0.04, 0.01], [-0.08, -0.03, 0.08], [0.21, -0.01, -0.01], [-0.05, 0.15, 0.22], [-0.06, -0.02, 0.01], [0.01, -0.04, -0.07], [-0.03, -0.02, -0.01], [0.01, 0.01, -0.07], [0.04, -0.01, 0.02], [0.01, 0.00, 0.01], [-0.01, 0.02, 0.01], [0.00, 0.01, 0.02], [-0.01, -0.03, -0.01], [0.01, -0.01, -0.01], [-0.01, -0.01, 0.00], [0.01, 0.02, 0.01], [0.01, -0.02, -0.03], [-0.02, 0.01, 0.00], [-0.01, -0.01, 0.00], [0.01, 0.02, 0.00], [0.00, -0.01, -0.01], [0.01, 0.02, 0.03], [-0.04, -0.03, 0.03], [0.02, 0.03, -0.03], [-0.02, 0.02, -0.01], [-0.01, -0.02, 0.00], [0.01, 0.01, 0.01], [0.00, 0.01, 0.00], [-0.01, 0.00, 0.00], [-0.09, 0.03, 0.01], [0.04, -0.05, 0.06], [-0.01, 0.01, 0.00], [-0.01, -0.01, 0.00], [0.00, 0.00, 0.00], [0.00, 0.00, -0.01], [0.01, 0.00, 0.00], [-0.01, 0.00, 0.01], [0.04, 0.00, -0.01], [-0.09, -0.01, -0.05], [0.05, 0.00, 0.04], [-0.07, 0.02, -0.06], [-0.02, 0.01, -0.01], [-0.04, 0.04, 0.06], [-0.01, 0.01, 0.00], [0.00, -0.02, 0.01], [0.02, 0.00, 0.02], [0.03, 0.01, 0.00], [0.00, -0.01, -0.01], [-0.02, 0.00, -0.01], [-0.02, 0.00, 0.03], [0.00, -0.01, 0.01], [0.00, 0.00, 0.00], [0.00, -0.01, -0.02], [0.02, 0.00, -0.02], [0.02, 0.00, 0.01], [0.01, -0.02, -0.08], [-0.13, -0.18, -0.18], [0.00, 0.00, 0.02], [0.01, 0.00, 0.01], [-0.09, -0.05, -0.04], [-0.07, -0.28, 0.56], [0.01, -0.01, 0.02], [0.02, -0.01, 0.03], [0.02, 0.04, 0.01], [-0.30, -0.15, 0.02]]
}